Computed, not measured: a cluster of 2 separate species, C17H11Cl2O5S in total in a non-equilibrium geometry, with ωB97M-V/def2-TZVPD.

Results
* E_HOMO: -5.0 eV
* max |F|: 6.85 eV/Å
* charge: -1

Element x y z (Å)
C 1.05 0.64 -3.88
C -0.47 0.42 -4.36
Cl -0.89 -1.33 -4.72
C -1.38 1.47 -4.51
Cl -0.89 3.21 -4.19
S -3.15 1.21 -5.02
O -3.28 1.23 -6.53
O -3.94 2.35 -4.39
O -3.76 -0.17 -4.38
H 1.79 0.53 -4.73
H 1.16 1.65 -3.36
H 1.19 -0.15 -3.06
C 4.21 0.08 2.63
C 3.79 0.14 3.95
C 2.45 -0.04 4.27
C 1.52 -0.28 3.25
C 1.94 -0.32 1.92
C 3.29 -0.15 1.61
C 0.96 -0.52 0.83
O 1.32 -0.56 -0.33
C -0.47 -0.67 1.18
C -1.41 -0.80 0.15
C -2.76 -0.95 0.47
C -3.17 -0.98 1.80
C -2.23 -0.85 2.82
C -0.88 -0.68 2.51
C 0.10 -0.50 3.60
O -0.26 -0.52 4.77
H 5.26 0.22 2.39
H 4.51 0.33 4.74
H 2.13 0.00 5.30
H 3.62 -0.19 0.58
H -1.10 -0.78 -0.88
H -3.49 -1.05 -0.33
H -4.22 -1.11 2.04
H -2.56 -0.86 3.85

Now the Mulliken charges, all in e: number 1, C, carries -0.8227; number 2, C, carries 0.2820; number 3, Cl, carries -0.1579; number 4, C, carries 0.0746; number 5, Cl, carries -0.2028; number 6, S, carries 1.0440; number 7, O, carries -0.6334; number 8, O, carries -0.6823; number 9, O, carries -0.6423; number 10, H, carries 0.2748; number 11, H, carries 0.3096; number 12, H, carries 0.1606; number 13, C, carries -0.4801; number 14, C, carries -0.4376; number 15, C, carries -0.5508; number 16, C, carries 0.1724; number 17, C, carries 0.1563; number 18, C, carries -0.4823; number 19, C, carries 0.4563; number 20, O, carries -0.6519; number 21, C, carries 0.2695; number 22, C, carries -0.7355; number 23, C, carries -0.6675; number 24, C, carries -0.4078; number 25, C, carries -0.6329; number 26, C, carries 0.4113; number 27, C, carries 0.5507; number 28, O, carries -0.6889; number 29, H, carries 0.3925; number 30, H, carries 0.3848; number 31, H, carries 0.4495; number 32, H, carries 0.4708; number 33, H, carries 0.6743; number 34, H, carries 0.5097; number 35, H, carries 0.3836; number 36, H, carries 0.4495